(1)
Density functional theory data (the ωB97M-V functional and the def2-TZVPD basis) for C18H29F6NbO12S3 as an isolated structure in a non-equilibrium geometry.

```
69
Properties=species:S:1:pos:R:3:forces:R:3:mulliken_charge:R:1
C -7.9739 -0.0034 2.7604 0.06 0.05 -0.02 -0.5616
O 3.2131 1.4663 -3.4960 -0.08 0.08 -0.17 -0.6634
H 6.9837 -1.1043 -3.1763 0.01 0.00 -0.02 0.3595
C -0.1559 0.1477 -0.1233 -0.06 0.29 0.13 0.8104
F -0.5434 -0.0211 -1.3969 0.05 -0.35 -0.05 -0.2680
O 6.1193 4.5912 0.2564 0.19 -0.08 -0.10 -0.7262
F 0.8094 1.1028 -0.1348 0.13 0.26 0.03 -0.1784
C -2.8233 -4.9351 -0.4893 1.76 -0.59 1.02 0.6330
H -7.1460 -1.2969 1.1953 0.15 0.02 -0.10 0.3722
O -4.6671 -0.3956 1.4931 -0.62 -0.20 0.25 -0.5106
O -2.5157 0.1339 0.6627 1.12 -0.28 -1.11 -0.0900
S 3.6465 0.1204 -3.7820 0.13 -0.10 0.45 1.2148
H 2.8275 -1.4800 -2.2057 -0.11 0.11 -0.11 0.1811
O -4.4638 -3.3646 -2.7451 0.56 -0.19 0.49 -0.8270
C 3.0771 2.8229 1.5338 0.12 -0.06 0.04 -0.3366
H -7.7172 -0.8158 3.4428 0.03 0.00 0.01 0.2920
S -5.7041 0.5809 1.4683 -0.01 -0.16 0.05 1.2568
F -1.3554 -2.2970 1.1327 0.02 0.35 0.03 -0.2453
O 5.8671 2.1175 -0.0926 0.20 0.04 -0.07 -0.5858
O -5.7118 1.6710 0.5252 -0.06 0.06 0.01 -0.7262
C 3.6842 3.5402 0.3309 -0.28 -0.13 0.05 -0.7287
O -3.1984 -4.6646 0.6598 -0.60 0.64 0.12 -0.5933
H 6.0438 3.8198 2.8026 0.12 0.00 -0.11 0.3733
C 5.4057 3.0817 2.3238 -0.15 0.01 0.32 -0.7224
C 0.5417 -1.1059 0.4530 -0.22 0.16 0.16 0.5685
H 3.7153 2.6089 3.6124 0.00 -0.02 0.01 0.3598
F 1.7316 -1.2256 -0.1697 0.00 -0.16 -0.07 -0.1805
C -7.3083 -0.2419 1.3984 -0.35 -0.04 0.18 -0.7594
H -3.3248 -1.9613 -0.6595 0.51 0.96 -0.15 0.2565
H 5.3017 -2.0095 -1.3891 -0.04 -0.02 0.02 0.3356
H 3.1268 1.7434 1.3831 -0.08 -0.02 -0.03 0.0920
H -7.6867 1.4595 4.3649 -0.02 0.01 0.00 0.3406
H 6.3030 0.1100 -2.0989 -0.05 0.02 0.01 0.1066
C 5.4289 0.1261 -4.0737 0.33 -0.03 0.09 -0.7460
C 3.9354 3.2225 2.7405 0.00 0.03 -0.10 -0.7908
C -0.2480 -2.4056 0.3758 0.66 -1.12 -0.11 0.9019
H 5.7698 1.1555 -4.1483 -0.12 0.06 -0.06 0.3596
H -5.4489 0.5740 3.8167 0.06 -0.04 -0.05 0.3586
H -1.9385 -4.1795 -3.2745 0.51 0.60 -0.35 -0.0536
H -2.1303 -1.6733 -2.8629 0.76 -0.24 0.67 -0.0341
C -7.4271 1.3212 3.3149 0.01 -0.08 -0.06 -0.5848
S 5.4493 3.3439 0.5413 -0.41 0.10 0.13 1.1444
H 4.9094 -2.4375 -3.0556 -0.04 -0.03 0.02 0.3914
H 3.7262 4.2604 3.0087 0.02 0.02 -0.01 0.3328
O 3.0248 -0.6590 -4.8183 -0.03 0.12 -0.19 -0.6866
H -9.0599 0.0153 2.6679 -0.01 -0.01 0.00 0.3128
C -1.3522 0.7134 0.6957 -0.06 0.19 0.16 0.0422
C -0.5488 -2.9461 -1.0802 -0.90 0.03 -0.40 0.2535
F 0.8389 -0.8323 1.7611 -0.14 0.21 0.07 -0.3594
O -1.1748 1.7177 1.3239 0.40 0.74 0.59 -0.6760
O -2.6029 -6.0679 -0.9641 -0.34 0.29 -0.89 -0.6788
H 3.7118 -0.1313 -1.4381 -0.04 0.06 -0.03 0.0504
H 3.4677 4.6077 0.3549 0.08 0.03 -0.03 0.3411
H 3.3826 3.1175 -0.6261 0.11 -0.01 -0.05 0.3773
Nb -2.6751 -3.1775 -1.9194 -3.15 -1.28 -0.89 -0.6731
C -5.9156 1.2644 3.1157 -0.29 0.15 0.20 -0.7745
C 3.7025 -0.8350 -2.2688 0.07 -0.25 0.02 0.0210
H 5.6097 -0.3935 -5.0126 -0.13 -0.02 -0.03 0.3466
H -4.7236 -4.2949 -2.7421 -0.17 -0.08 -0.06 0.2885
C 6.0578 -0.6073 -2.8850 -0.01 -0.01 0.10 -0.3707
C 5.0153 -1.6041 -2.3579 0.07 0.09 -0.15 -0.8478
H -7.8457 2.1577 2.7505 0.02 0.03 0.00 0.2843
H -2.5387 -0.6223 0.0089 -0.66 -0.29 0.19 0.0350
O 0.4453 -3.1968 -1.7315 0.70 0.04 0.22 -0.6609
H 2.0320 3.0910 1.6713 -0.04 -0.07 -0.06 0.4718
F 0.5432 -3.3446 0.9975 0.11 0.11 0.09 -0.3578
H -5.4310 2.2359 3.1674 0.10 -0.03 -0.12 0.4135
H 5.7862 2.0812 2.5184 0.02 -0.03 -0.12 0.3688
H -7.8772 0.2080 0.5875 0.08 0.06 -0.04 0.3502
```
Forces are in eV/Å.

Summary:
* net charge: -2
* highest occupied orbital energy: -0.017 Ha
* spin multiplicity: 1

---

(2)
Density functional theory data (the ωB97M-V functional and the def2-TZVPD basis) for C29H36F5GeN3O3OsSSe2 as an isolated structure.

```
81
Properties=species:S:1:pos:R:3:forces:R:3:mulliken_charge:R:1
H 0.8373 1.1452 -4.9620 -0.12 -0.04 -0.02 0.4856
C 4.0890 0.7921 0.5532 -0.18 0.06 -0.09 -1.0880
C -3.6868 -1.7602 -0.6720 0.14 0.09 0.06 -0.5935
H -3.8866 3.1417 0.8931 0.04 -0.03 0.00 0.4719
H 0.3826 1.2290 4.9251 0.03 -0.01 0.02 0.4677
H -2.1867 5.0061 1.4991 0.01 0.00 -0.07 0.3935
H -4.2722 4.6891 2.8133 0.03 0.00 0.02 0.4404
O -1.5583 1.5873 1.4232 0.24 0.31 0.06 -1.5226
H -0.0003 0.9835 3.2190 0.03 -0.03 0.00 -0.0482
C -2.7996 0.4730 -1.9777 -0.15 0.07 -0.11 -0.4269
H 4.4123 -1.3788 -3.9050 -0.02 -0.06 -0.05 0.3993
C 2.2074 6.1661 -0.9551 0.31 0.47 0.05 0.3782
C 1.3571 4.0650 0.6061 -0.29 -0.56 0.23 0.1789
H 5.2004 -0.4769 1.8832 0.04 -0.01 0.02 0.5092
C 0.9549 4.0281 -0.7176 -0.13 -0.10 -0.23 0.0403
O 0.7029 -2.4137 2.3344 0.04 0.11 -0.03 -0.5877
C 2.1784 5.1051 1.1645 0.34 0.41 0.31 -0.0005
C -3.8930 2.8226 1.9394 0.03 -0.12 -0.03 -0.8952
H -2.4176 1.3644 -2.4600 -0.03 -0.06 -0.01 0.4871
C -3.4732 3.9447 2.8695 -0.14 0.09 0.08 -0.5066
H 1.0692 -2.7806 -4.2047 0.00 -0.03 0.02 0.3988
H -1.9570 5.4308 3.1922 0.04 0.08 0.05 0.4198
Ge 3.3117 0.8792 -4.4230 -0.41 -0.26 -0.15 0.5711
H -3.9865 -2.6357 -0.1135 0.01 -0.01 0.01 0.6287
H 3.3635 1.7943 -6.7924 -0.04 0.02 -0.03 0.3663
F 0.9970 3.1195 1.4509 0.22 0.57 -0.35 -0.1538
H 3.1600 -1.8126 2.5151 -0.01 -0.04 0.02 0.6318
C -2.8445 0.8401 3.6742 -0.01 0.03 -0.19 -1.0830
C -4.4356 -1.2475 -1.7214 0.06 0.00 0.04 -0.6158
C -2.1527 4.6047 2.5132 0.12 0.01 -0.01 -0.8307
H 4.0524 0.1660 -6.7556 -0.02 -0.07 -0.01 0.3644
C 3.1144 -0.9773 1.8317 -0.16 0.06 -0.09 -0.6068
F 2.5090 5.0253 2.4263 -0.14 0.02 -0.48 -0.2102
S -2.9751 1.2702 1.9135 -0.21 -0.21 0.16 0.6697
C -3.9866 -0.1140 -2.3805 0.14 0.08 0.05 -0.8337
C -2.5092 -1.1245 -0.3293 -0.20 -0.21 0.04 0.7166
Se -0.1908 2.7240 -1.5130 -0.01 0.46 -0.15 -0.1827
C -1.6458 -1.6606 0.7967 -0.30 -0.26 -0.01 -0.3607
H -3.4736 3.6011 3.9054 0.00 -0.01 -0.02 0.2413
H 2.6686 1.8593 -0.6777 0.02 -0.04 0.04 -0.3662
C 0.6692 -1.5024 1.5550 0.21 -0.15 0.23 -0.4858
H -1.6415 2.5474 4.2471 0.03 -0.04 0.02 0.0624
F 2.5713 7.1265 -1.7521 -0.16 -0.40 0.32 -0.1848
H -3.8187 1.1063 4.0863 -0.09 -0.01 -0.01 0.5853
C 4.3260 -0.4293 -3.3829 0.04 0.20 0.01 -1.1065
H 5.0042 1.5416 -6.2021 0.07 0.02 -0.03 0.3782
C -0.3538 0.8159 4.2373 0.14 0.01 -0.09 -1.0574
C 4.2302 -0.2390 1.4713 -0.02 -0.02 0.00 -0.6094
H 4.9398 1.3685 0.2215 0.03 0.02 -0.02 0.5729
C 2.6057 6.1617 0.3814 0.01 -0.04 0.12 0.6719
C 2.8327 1.0760 0.0491 0.19 0.03 0.09 0.6088
H -2.7668 -0.2498 3.6922 -0.01 0.02 -0.05 0.5345
H -0.4054 -0.2586 4.4110 -0.01 -0.07 0.02 0.3997
H -1.3212 3.9014 2.5733 0.00 0.00 -0.02 -0.0825
C 1.3909 5.1066 -1.4771 -0.26 -0.24 -0.42 0.1852
H -1.9777 1.3913 5.5107 0.02 0.02 -0.04 0.4438
H 3.8697 -0.5982 -2.4067 -0.05 -0.02 0.02 0.1923
H -4.5418 0.3168 -3.1992 -0.02 0.02 -0.05 0.5100
N 1.7475 0.3863 0.4226 -0.02 0.08 0.03 0.2930
Se 0.5030 -0.5570 -3.1912 -0.23 -0.08 0.32 0.3010
C -1.7029 1.4796 4.4557 -0.06 0.05 0.15 -0.2948
C 4.0028 1.1165 -6.2298 0.11 0.11 0.21 -1.1556
F 1.0557 5.2173 -2.7374 0.17 0.00 0.52 -0.3204
N -2.0749 -0.0224 -0.9705 0.06 0.03 0.00 0.6145
O -2.0729 -2.4424 1.6022 -0.01 0.05 -0.10 -0.5887
C 3.2507 2.5843 -3.4527 0.08 0.00 0.02 -0.4862
H 2.4026 -2.2347 -3.1495 -0.07 -0.04 0.02 0.2612
H 5.3341 -0.0511 -3.2216 0.09 0.01 0.02 0.3780
C 1.3245 -2.3158 -3.2557 0.06 0.05 -0.07 -1.0825
H 4.2606 2.9163 -3.2187 0.10 0.04 0.03 0.4460
H 0.9110 -2.9017 -2.4382 -0.01 0.00 0.00 0.3565
H 2.6881 2.4741 -2.5257 -0.06 -0.02 -0.05 -0.5029
C 1.8914 -0.6474 1.2771 0.18 -0.15 0.14 0.7974
N -0.3793 -1.1083 0.7486 0.01 0.37 -0.14 0.0045
H -5.3553 -1.7268 -2.0223 -0.06 -0.03 -0.01 0.4940
Os -0.2342 0.6622 -0.1860 -0.03 -0.62 -0.11 2.4598
H -4.9083 2.4875 2.1604 -0.08 -0.03 0.01 0.5160
F 3.3558 7.1221 0.8723 -0.10 -0.13 -0.09 -0.2334
H 2.7693 3.3509 -4.0570 -0.04 0.03 -0.07 0.4045
C 1.4266 0.2751 -4.6746 0.61 0.18 0.00 -1.1240
H 1.3989 -0.4374 -5.4976 -0.13 -0.01 -0.06 0.4961
```
Forces are in eV/Å.

Summary:
* energy above the lowest of the compared OMol25 structures with the same formula, charge and spin: 37.4 kcal/mol
* net charge: +2
* ⟨S²⟩: 6.04
* highest occupied orbital energy (alpha / beta): -0.466 / -0.469 Ha
* spin multiplicity: 5

---

Question: Which formula does entry 1 have?
Answer: C18H29F6NbO12S3